No. 1
A single C19H20ClN5O5 molecule at a distorted geometry, computed with wB97M-V/def2-TZVPD.

For the molecular weight, the calculation gives 433.85 g/mol. The SMILES is O=Cc1nc2c(cc1CO)CCCN2C(=O)Nc1ncc(Cl)c(O[C@H]2CCOC2)n1. As for the HOMO energy: -9.21 eV. For the LUMO energy, the calculation gives -0.9623 eV. For the energy relative to the best compared isomer or geometry (same formula, charge and spin), the calculation gives 2.4592 eV. The value obtained for the total energy is -1846.0933 hartree.

Cartesian coordinates (Å):
O  -1.391  -2.375  3.912
C  -1.020  -2.141  2.746
C  -1.525  -1.303  1.678
N  -1.074  -1.661  0.410
C  -1.485  -0.926  -0.658
C  -2.457  0.090  -0.444
C  -2.894  0.502  0.809
C  -2.581  -0.281  1.880
C  -3.262  -0.028  3.182
O  -4.301  -0.917  3.508
C  -2.796  0.998  -1.628
C  -2.166  0.665  -2.931
C  -1.705  -0.793  -3.043
N  -0.944  -1.339  -1.921
C  0.327  -1.713  -2.190
O  0.862  -1.539  -3.286
N  1.050  -2.437  -1.334
C  2.220  -1.928  -0.921
N  3.283  -2.608  -1.300
C  4.336  -2.005  -0.900
C  4.475  -0.889  -0.089
Cl  6.081  -0.142  0.138
C  3.356  -0.188  0.246
O  3.573  0.755  1.164
C  2.640  1.890  1.112
C  2.491  2.551  -0.236
C  0.929  2.842  -0.240
O  0.303  2.420  0.992
C  1.238  1.520  1.643
N  2.218  -0.776  -0.159
H  0.009  -2.543  2.530
H  -3.552  1.371  0.815
H  -2.514  -0.115  3.918
H  -3.677  0.993  3.255
H  -3.915  -1.781  3.671
H  -2.450  1.984  -1.406
H  -3.869  0.979  -1.777
H  -2.774  0.909  -3.759
H  -1.191  1.177  -3.059
H  -1.191  -0.770  -4.013
H  -2.653  -1.297  -3.159
H  0.509  -2.687  -0.471
H  5.269  -2.472  -1.220
H  3.025  2.631  1.766
H  2.766  1.832  -1.041
H  3.015  3.548  -0.409
H  0.602  2.152  -1.068
H  0.679  3.854  -0.698
H  0.954  0.501  1.268
H  1.180  1.490  2.715

Here are the Mulliken charges for atoms 1 to 6, given in e:
1. O -0.5244
2. C -0.1983
3. C 0.2317
4. N -0.5382
5. C 0.3880
6. C 1.0573

No. 2
A single C19H20F3NS molecule at a distorted geometry, computed with wB97M-V/def2-TZVPD.

For the molecular weight, the calculation gives 351.44 g/mol. The SMILES is FC(F)(F)c1ccc(S[C@H](c2ccccc2)N2CCCCC2)cc1. As for the HOMO energy: -7.88 eV. For the LUMO energy, the calculation gives -0.1586 eV. For the energy relative to the best compared isomer or geometry (same formula, charge and spin), the calculation gives 0.0000 eV. The value obtained for the total energy is -1488.5175 hartree.

Cartesian coordinates (Å):
F  -5.860  0.332  3.966
C  -5.301  -0.716  3.294
F  -5.724  -1.846  3.942
F  -5.899  -0.743  2.057
C  -3.797  -0.633  3.151
C  -3.077  -1.819  3.014
C  -1.761  -1.772  2.562
C  -1.145  -0.529  2.259
S  0.433  -0.420  1.555
C  0.663  0.559  -0.287
C  0.044  -0.542  -1.089
C  0.768  -1.531  -1.777
C  0.088  -2.355  -2.693
C  -1.307  -2.296  -2.792
C  -2.027  -1.443  -1.931
C  -1.347  -0.608  -1.060
N  1.951  0.922  -0.736
C  2.615  1.983  0.021
C  4.122  1.895  -0.146
C  4.580  1.793  -1.608
C  3.677  0.925  -2.497
C  2.197  1.134  -2.195
C  -1.829  0.654  2.638
C  -3.153  0.609  3.071
H  -3.550  -2.775  3.261
H  -1.210  -2.690  2.362
H  -0.038  1.409  -0.041
H  1.851  -1.615  -1.630
H  0.662  -3.041  -3.314
H  -1.843  -2.933  -3.505
H  -3.115  -1.460  -1.905
H  -1.874  -0.014  -0.309
H  2.300  1.889  1.068
H  2.285  2.963  -0.377
H  4.490  1.025  0.406
H  4.574  2.772  0.315
H  4.649  2.795  -2.049
H  5.591  1.375  -1.643
H  3.859  1.117  -3.563
H  3.916  -0.137  -2.340
H  1.604  0.464  -2.824
H  1.925  2.172  -2.489
H  -1.309  1.606  2.505
H  -3.676  1.522  3.350

Here are the Mulliken charges for atoms 1 to 6, given in e:
1. F -0.2662
2. C 0.8945
3. F -0.2703
4. F -0.2498
5. C 0.0642
6. C -0.6464

No. 3
C19H20F8N2O7S2Y as an isolated structure at a distorted geometry, computed with wB97M-V/def2-TZVPD.

For the molecular weight, the calculation gives 693.40 g/mol. Its charge is +1. As for the HOMO energy: -11.07 eV. For the LUMO energy, the calculation gives -3.1752 eV. For the energy relative to the best compared isomer or geometry (same formula, charge and spin), the calculation gives 2.1787 eV. The value obtained for the total energy is -3005.5908 hartree.

Cartesian coordinates (Å):
Y  -0.270  -0.316  0.908
C  3.281  -0.373  -1.407
O  2.227  -1.133  -0.802
C  1.983  -2.370  -1.467
C  0.539  -2.819  -1.100
O  0.230  -2.392  0.244
C  0.717  -3.267  1.317
C  1.810  -2.556  2.104
O  1.341  -1.158  2.334
C  2.110  -0.460  3.298
H  2.819  0.011  -2.339
H  3.583  0.457  -0.786
H  4.122  -1.008  -1.728
H  2.038  -2.266  -2.532
H  2.645  -3.200  -1.155
H  -0.254  -2.322  -1.711
H  0.527  -3.942  -1.176
H  -0.159  -3.518  1.913
H  1.042  -4.201  0.809
H  1.918  -2.983  3.131
H  2.787  -2.472  1.628
H  3.130  -0.289  2.890
H  1.612  0.518  3.483
H  2.116  -1.012  4.265
F  -1.384  -0.187  -5.044
C  -0.838  0.354  -3.929
C  -0.893  -0.359  -2.776
C  -0.368  0.217  -1.645
C  0.209  1.475  -1.667
C  0.236  2.143  -2.972
F  0.572  3.436  -2.996
C  -0.161  1.571  -4.151
C  0.807  2.182  -0.514
C  1.854  3.139  -0.716
C  2.049  3.978  0.386
C  1.369  3.801  1.589
C  0.386  2.805  1.703
N  0.214  1.919  0.705
H  -1.387  -1.311  -2.856
H  -0.091  2.032  -5.131
H  2.485  3.163  -1.603
H  2.700  4.840  0.261
H  1.707  4.377  2.423
H  -0.275  2.676  2.542
F  -3.296  -2.725  3.412
C  -3.717  -2.000  2.354
F  -3.262  -2.648  1.263
F  -5.051  -2.031  2.347
S  -2.887  -0.232  2.373
O  -1.490  -0.692  2.756
O  -3.578  0.648  3.292
N  -2.636  0.148  0.847
S  -3.729  0.402  -0.342
O  -5.087  0.214  0.172
O  -3.238  -0.363  -1.437
C  -3.328  2.196  -0.648
F  -3.100  2.752  0.540
F  -4.388  2.778  -1.166
F  -2.299  2.375  -1.494

Here are the Mulliken charges for atoms 1 to 6, given in e:
1. Y 1.3475
2. C -0.9880
3. O 0.1328
4. C -0.8161
5. C -0.0432
6. O -0.2156

No. 4
A single C19H20FN3O3 molecule, computed with wB97M-V/def2-TZVPD.

For the molecular weight, the calculation gives 357.38 g/mol. The SMILES is CC[C@@H](Oc1ccccc1F)C(=O)Nc1ccc2c(c1)n(C)c(=O)n2C. As for the HOMO energy: -7.63 eV. For the LUMO energy, the calculation gives 0.7081 eV. For the energy relative to the best compared isomer or geometry (same formula, charge and spin), the calculation gives 0.0000 eV. The value obtained for the total energy is -1225.9410 hartree.

Cartesian coordinates (Å):
C  -3.860  3.527  0.946
C  -3.138  2.242  1.331
C  -2.539  1.528  0.114
O  -1.454  2.284  -0.406
C  -1.410  2.605  -1.729
C  -2.501  2.969  -2.510
C  -2.322  3.333  -3.833
C  -1.061  3.349  -4.402
C  0.041  2.994  -3.641
C  -0.147  2.623  -2.328
F  0.920  2.251  -1.580
C  -2.054  0.126  0.550
O  -2.859  -0.724  0.867
N  -0.712  0.008  0.542
C  0.094  -1.092  0.855
C  -0.436  -2.283  1.350
C  0.383  -3.359  1.654
C  1.742  -3.218  1.453
C  2.277  -2.016  0.953
C  1.467  -0.942  0.649
N  3.639  -2.185  0.863
C  4.599  -1.223  0.401
C  3.976  -3.455  1.290
O  5.091  -3.928  1.337
N  2.800  -4.078  1.650
C  2.737  -5.423  2.149
H  -4.708  3.313  0.299
H  -4.229  4.028  1.837
H  -3.183  4.203  0.427
H  -2.325  2.468  2.024
H  -3.825  1.550  1.817
H  -3.315  1.374  -0.643
H  -3.490  2.982  -2.080
H  -3.182  3.614  -4.422
H  -0.931  3.637  -5.433
H  1.037  2.991  -4.054
H  -0.208  0.835  0.235
H  -1.501  -2.359  1.491
H  -0.036  -4.275  2.036
H  1.871  -0.020  0.261
H  4.386  -0.930  -0.629
H  5.580  -1.695  0.451
H  4.590  -0.334  1.036
H  3.755  -5.808  2.170
H  2.319  -5.440  3.158
H  2.124  -6.047  1.495

Here are the Mulliken charges for atoms 1 to 6, given in e:
1. C -1.2536
2. C -0.7438
3. C 0.4486
4. O -0.4642
5. C 0.3824
6. C -0.0739

No. 5
C19H20IN2NaO5STe as an isolated structure at a distorted geometry, computed with wB97M-V/def2-TZVPD.

For the molecular weight, the calculation gives 665.94 g/mol. Its charge is -2. As for the HOMO energy: 0.94 eV. For the LUMO energy, the calculation gives 3.3477 eV. The value obtained for the total energy is -2347.9821 hartree.

Cartesian coordinates (Å):
Na  -2.007  -0.128  -0.013
C  1.400  -0.855  -1.752
C  1.233  -2.228  -1.706
C  0.434  -2.861  -2.643
C  -0.205  -2.124  -3.625
C  -0.028  -0.752  -3.678
C  0.783  -0.122  -2.750
H  2.007  -0.361  -1.008
H  1.714  -2.803  -0.927
H  0.299  -3.934  -2.607
H  -0.858  -2.613  -4.338
H  -0.523  -0.174  -4.445
H  0.931  0.945  -2.812
O  -1.562  1.636  3.390
S  -1.585  0.906  2.137
O  -0.782  -0.335  2.144
O  -2.968  0.521  1.739
O  -1.105  1.744  0.983
I  -3.796  -1.613  -2.984
C  -3.135  -2.559  -1.210
C  -3.948  -3.495  -0.641
C  -3.469  -4.145  0.509
C  -2.201  -3.766  0.983
C  -1.477  -2.818  0.313
N  -1.921  -2.202  -0.812
H  -4.918  -3.742  -1.053
H  -4.068  -4.902  0.994
H  -1.800  -4.224  1.876
H  -0.510  -2.490  0.656
C  -3.625  2.761  -0.129
C  -2.492  2.230  -0.951
N  -1.479  3.117  -1.215
O  -2.540  1.139  -1.503
H  -3.626  3.848  -0.087
H  -3.464  2.336  0.865
H  -4.573  2.375  -0.498
H  -1.283  3.699  -0.413
H  -0.641  2.629  -1.509
Te  1.379  1.380  2.265
C  3.485  1.891  2.377
C  4.177  2.435  1.286
C  5.538  2.656  1.289
C  6.290  2.365  2.419
C  5.635  1.865  3.538
C  4.272  1.642  3.507
H  3.606  2.683  0.398
H  6.039  3.040  0.400
H  7.367  2.519  2.423
H  6.215  1.641  4.432
H  3.786  1.243  4.389

Here are the Mulliken charges for atoms 1 to 6, given in e:
1. Na 0.6337
2. C -0.2145
3. C -0.6499
4. C -0.1502
5. C -0.6290
6. C -0.2882

No. 6
A single C19H20N2O3 molecule at a distorted geometry, computed with wB97M-V/def2-TZVPD.

For the molecular weight, the calculation gives 324.38 g/mol. The SMILES is O=[N+]([O-])c1cccc(O[C@H](/C=C/N2CCCC2)c2ccccc2)c1. As for the HOMO energy: -8.01 eV. For the LUMO energy, the calculation gives -0.4366 eV. For the energy relative to the best compared isomer or geometry (same formula, charge and spin), the calculation gives 6.6629 eV. The value obtained for the total energy is -1071.0831 hartree.

Cartesian coordinates (Å):
O  0.945  5.572  1.032
N  1.926  5.087  1.634
O  2.826  5.819  2.115
C  2.051  3.652  1.795
C  3.007  3.243  2.748
C  3.052  1.881  3.057
C  2.270  0.933  2.385
C  1.373  1.342  1.370
O  0.588  0.412  0.765
C  0.431  -0.043  -0.788
C  -0.810  -0.854  -0.859
C  -2.031  -0.256  -0.811
N  -3.200  -0.911  -0.770
C  -3.346  -2.353  -0.631
C  -4.859  -2.614  -0.542
C  -5.548  -1.279  -0.827
C  -4.460  -0.191  -0.772
C  1.742  -0.769  -0.940
C  2.761  -0.113  -1.597
C  3.931  -0.816  -1.955
C  4.092  -2.146  -1.550
C  3.101  -2.770  -0.777
C  1.931  -2.048  -0.421
C  1.218  2.718  1.124
H  3.664  3.962  3.255
H  3.740  1.580  3.844
H  2.302  -0.122  2.656
H  0.348  0.803  -1.502
H  -0.709  -1.941  -0.878
H  -2.117  0.850  -0.801
H  -2.837  -2.740  0.270
H  -2.896  -2.847  -1.507
H  -5.124  -2.956  0.461
H  -5.181  -3.380  -1.248
H  -5.991  -1.292  -1.833
H  -6.334  -1.072  -0.092
H  -4.499  0.501  -1.635
H  -4.523  0.430  0.145
H  2.636  0.940  -1.851
H  4.692  -0.313  -2.560
H  5.020  -2.689  -1.781
H  3.220  -3.810  -0.453
H  1.181  -2.470  0.248
H  0.418  3.068  0.478

Here are the Mulliken charges for atoms 1 to 6, given in e:
1. O -0.5719
2. N 0.9010
3. O -0.5774
4. C -0.0755
5. C -0.4255
6. C -0.4202

No. 7
A single C19H20N4O4 molecule at a distorted geometry, computed with wB97M-V/def2-TZVPD.

For the molecular weight, the calculation gives 368.39 g/mol. The SMILES is CCOc1ccccc1NC(=O)Cn1c(=O)c(OCC)nc2cnccc21. As for the HOMO energy: -8.38 eV. For the LUMO energy, the calculation gives -0.0587 eV. For the energy relative to the best compared isomer or geometry (same formula, charge and spin), the calculation gives 0.7220 eV. The value obtained for the total energy is -1256.0471 hartree.

Cartesian coordinates (Å):
C  -1.258  4.620  2.350
C  -1.072  3.666  3.524
O  -0.443  2.460  3.137
C  0.845  2.476  2.713
C  1.781  3.456  3.026
C  3.105  3.317  2.646
C  3.525  2.196  1.955
C  2.602  1.223  1.615
C  1.268  1.364  1.964
N  0.347  0.368  1.583
C  -0.844  0.597  0.997
O  -1.302  1.675  0.691
C  -1.585  -0.719  0.685
N  -1.053  -1.328  -0.523
C  -0.004  -2.201  -0.368
O  0.530  -2.368  0.718
C  0.392  -2.918  -1.605
O  1.355  -3.806  -1.416
C  1.790  -4.550  -2.550
C  0.816  -5.663  -2.910
N  -0.131  -2.710  -2.763
C  -1.084  -1.739  -2.881
C  -1.618  -1.439  -4.140
N  -2.516  -0.503  -4.340
C  -2.926  0.205  -3.293
C  -2.488  0.003  -1.999
C  -1.554  -1.009  -1.769
H  -0.302  5.018  2.016
H  -1.904  5.444  2.639
H  -1.708  4.075  1.524
H  -2.045  3.343  3.901
H  -0.526  4.147  4.347
H  1.488  4.328  3.589
H  3.813  4.090  2.906
H  4.560  2.081  1.674
H  2.906  0.345  1.064
H  0.677  -0.595  1.609
H  -2.648  -0.520  0.553
H  -1.438  -1.429  1.502
H  1.914  -3.869  -3.398
H  2.757  -4.960  -2.253
H  1.228  -6.258  -3.720
H  -0.132  -5.239  -3.230
H  0.647  -6.305  -2.049
H  -1.281  -1.992  -5.005
H  -3.646  0.981  -3.513
H  -2.835  0.643  -1.205

Here are the Mulliken charges for atoms 1 to 6, given in e:
1. C -0.9203
2. C -0.5157
3. O -0.4557
4. C 0.7041
5. C -0.4295
6. C -0.8011

No. 8
A single C19H20N4OS molecule, computed with wB97M-V/def2-TZVPD.

For the molecular weight, the calculation gives 352.46 g/mol. The SMILES is Oc1ccc(N2CCN(c3ncnc4sc5c(c34)CCC5)CC2)cc1. As for the HOMO energy: -7.21 eV. For the LUMO energy, the calculation gives 0.6891 eV. For the energy relative to the best compared isomer or geometry (same formula, charge and spin), the calculation gives 0.8443 eV. The value obtained for the total energy is -1428.4780 hartree.

Cartesian coordinates (Å):
O  -4.108  1.573  3.095
C  -3.239  1.834  2.073
C  -3.632  1.550  0.772
C  -2.779  1.780  -0.287
C  -1.502  2.313  -0.088
N  -0.633  2.591  -1.142
C  -1.020  2.329  -2.506
C  -0.803  0.842  -2.869
N  0.277  0.280  -2.074
C  -0.046  -0.566  -1.045
N  -1.334  -0.735  -0.755
C  -1.666  -1.401  0.335
N  -0.841  -1.924  1.215
C  0.434  -1.894  0.858
S  1.671  -2.699  1.789
C  2.814  -2.331  0.543
C  2.316  -1.598  -0.486
C  0.935  -1.286  -0.315
C  3.329  -1.534  -1.595
C  4.637  -1.955  -0.892
C  4.221  -2.774  0.346
C  1.326  1.251  -1.852
C  0.794  2.412  -0.970
C  -1.138  2.634  1.221
C  -1.985  2.386  2.284
H  -3.690  1.795  3.935
H  -4.611  1.131  0.605
H  -3.123  1.519  -1.272
H  -2.055  2.625  -2.666
H  -0.391  2.964  -3.140
H  -0.531  0.747  -3.926
H  -1.696  0.253  -2.668
H  -2.723  -1.489  0.540
H  3.048  -2.255  -2.368
H  3.433  -0.564  -2.078
H  5.172  -1.061  -0.568
H  5.290  -2.518  -1.555
H  4.254  -3.849  0.148
H  4.855  -2.576  1.210
H  1.656  1.615  -2.829
H  2.168  0.792  -1.343
H  1.006  2.181  0.073
H  1.318  3.340  -1.236
H  -0.186  3.100  1.426
H  -1.665  2.635  3.289

Here are the Mulliken charges for atoms 1 to 6, given in e:
1. O -0.5792
2. C 0.8951
3. C -1.0459
4. C -0.2037
5. C 0.8580
6. N 0.0526